# 1
Below is a single C5H7NO molecule at a distorted geometry, with properties calculated with ωB97M-V/def2-TZVPD.

Its SMILES is C=C1COC=C1N. The calculation puts the relative energy (zero: lowest compared OMol25 entry of this formula, charge and spin) at 81.31 kcal per mole. As for the multiplicity: 1. The calculation puts the total energy at -8832.6767 eV.

The geometry in XYZ format:
```
14
C5H7NO (ωB97M-V/def2-TZVPD)
O 0.49948 -1.43523 -1.34436
N 1.49615 1.39168 0.77385
C 1.35096 -0.45586 -0.89482
C 0.90083 0.28569 0.15209
C -1.69509 0.35138 0.70445
C -0.64230 -1.35077 -0.47056
C -0.47675 -0.13884 0.32445
H -0.65957 -2.27646 0.11344
H 2.28420 1.76586 0.25890
H 0.82513 2.13514 0.93843
H -1.93763 0.82569 1.63774
H -1.76833 -1.20112 -0.63785
H 2.26742 -0.34117 -1.47307
H -2.44450 0.44400 -0.08268
```

Now the natural (NBO) charges, all in e: -0.47, -0.80, 0.11, 0.04, -0.51, -0.13, -0.02, 0.20, 0.37, 0.38, 0.20, 0.22, 0.20, 0.21

=====

# 2
Below is 2 unconnected molecules or ions with the total composition C5H7NO at a distorted geometry, with properties calculated with ωB97M-V/def2-TZVPD.

The calculation puts the relative energy (zero: lowest compared OMol25 entry of this formula, charge and spin) at 133.26 kcal per mole. As for the multiplicity: 1. The calculation puts the total energy at -8830.4240 eV.

The geometry in XYZ format:
```
14
C5H7NO (ωB97M-V/def2-TZVPD)
O 1.78809 -1.12554 0.37329
N -0.60965 -1.66755 -0.04278
C -0.83799 -0.32360 -0.33069
C 2.18924 1.26394 -0.00249
C -3.44052 0.37982 0.18172
C 1.41750 0.01307 0.12051
C -2.24662 0.12024 0.08829
H -4.40861 0.70128 0.50049
H 3.12361 0.93880 -0.68615
H 1.60252 1.95341 -0.45730
H 0.25194 -2.03312 -0.22981
H -0.71816 -1.74594 0.91167
H 2.56823 1.60054 0.92846
H -0.67957 -0.07534 -1.35523
```

Now the natural (NBO) charges, all in e: -0.57, -0.76, -0.11, -0.74, -0.24, 0.56, -0.05, 0.24, 0.23, 0.23, 0.39, 0.36, 0.25, 0.20

=====

# 3
Below is a single C5H7NO molecule at a distorted geometry, with properties calculated with ωB97M-V/def2-TZVPD.

Its SMILES is C#C[C@H](C)C(N)=O. The calculation puts the relative energy (zero: lowest compared OMol25 entry of this formula, charge and spin) at 77.26 kcal per mole. As for the multiplicity: 1. The calculation puts the total energy at -8832.8524 eV.

The geometry in XYZ format:
```
14
C5H7NO (ωB97M-V/def2-TZVPD)
O 1.35425 -0.63050 -1.35827
N 2.32826 0.95687 -0.08366
C -1.15957 -2.16524 0.52621
C 1.27994 0.11141 -0.40313
C -0.57703 -1.12451 0.69268
C -0.01633 0.17114 0.47975
C -1.51381 0.52753 -0.24763
H 3.17383 0.79910 -0.62427
H 2.48569 1.30880 0.84921
H -1.73484 1.51155 0.12128
H -1.96103 -2.72114 0.09769
H -2.44289 -0.06593 -0.04610
H 0.13193 0.87128 1.31236
H -1.34839 0.44963 -1.31614
```

Now the natural (NBO) charges, all in e: -0.58, -0.83, -0.26, 0.68, 0.00, -0.38, -0.55, 0.41, 0.39, 0.20, 0.23, 0.24, 0.23, 0.23

=====

# 4
Below is a single C5H7NO molecule, with properties calculated with ωB97M-V/def2-TZVPD.

The calculation puts the relative energy (zero: lowest compared OMol25 entry of this formula, charge and spin) at 82.46 kcal per mole. As for the multiplicity: 1. The calculation puts the total energy at -8832.6270 eV.

The geometry in XYZ format:
```
14
C5H7NO (ωB97M-V/def2-TZVPD)
O -0.50946 1.18443 -1.88912
N -0.67528 -1.84109 -0.05172
C 0.11501 0.55538 0.17941
C -0.04140 1.58458 -0.66170
C 0.57729 0.52004 1.59855
C -0.30165 -0.60940 -0.62356
C -0.77308 -0.15936 -1.92597
H 0.13997 2.64666 -0.55488
H 0.51018 -0.72763 -1.52416
H -1.14322 -2.42535 -0.73532
H 0.76654 1.52604 1.98341
H -0.17854 0.04277 2.23220
H 1.50370 -0.05805 1.70123
H 0.09420 -2.34550 0.37072
```

Now the natural (NBO) charges, all in e: -0.45, -0.80, -0.10, 0.12, -0.63, -0.12, 0.09, 0.21, 0.27, 0.39, 0.23, 0.23, 0.22, 0.37

=====

# 5
Below is a single C5H7NO molecule, with properties calculated with ωB97M-V/def2-TZVPD.

Its SMILES is CN1C=C=C[C@@H]1O. The calculation puts the relative energy (zero: lowest compared OMol25 entry of this formula, charge and spin) at 94.94 kcal per mole. As for the multiplicity: 1. The calculation puts the total energy at -8832.0857 eV.

The geometry in XYZ format:
```
14
C5H7NO (ωB97M-V/def2-TZVPD)
O -0.87658 -1.20254 1.30185
N 0.09739 0.51265 -0.05189
C -0.03060 1.56656 0.93734
C 0.51499 -0.63109 -2.06992
C 0.02722 -1.50726 -1.13226
C 0.45193 0.60372 -1.33306
C -0.04787 -0.89033 0.23551
H 0.97254 -1.27592 0.42004
H 0.88617 1.66988 1.52560
H -0.23925 2.50892 0.42521
H -0.85989 1.33704 1.61261
H 0.03432 -2.59824 -1.14763
H -1.64182 -1.69189 0.97909
H 0.71144 1.59851 -1.70248
```

Now the natural (NBO) charges, all in e: -0.69, -0.33, -0.41, -0.38, -0.24, 0.13, 0.17, 0.22, 0.21, 0.22, 0.23, 0.20, 0.49, 0.19

=====

# 6
Below is a single C5H7NO molecule at a distorted geometry, with properties calculated with ωB97M-V/def2-TZVPD.

Its SMILES is C1=N[C@H]2C[C@H]2CO1. The calculation puts the relative energy (zero: lowest compared OMol25 entry of this formula, charge and spin) at 87.70 kcal per mole. As for the multiplicity: 1. The calculation puts the total energy at -8832.3998 eV.

The geometry in XYZ format:
```
14
C5H7NO (ωB97M-V/def2-TZVPD)
O -0.66545 -0.36702 1.60696
N -0.84075 1.41473 0.04722
C -0.28421 0.61516 -0.98419
C 0.03128 -0.75511 -0.70064
C 1.38357 0.51435 -0.60400
C -0.90096 0.90234 1.20267
C -0.23863 -1.33490 0.66019
H -0.05367 -1.50924 -1.52606
H -0.61741 0.87455 -1.99792
H -1.19513 1.50363 2.05366
H 0.72086 -1.71969 1.00455
H 1.66569 1.39999 0.08749
H 1.96717 0.64186 -1.51148
H -0.97419 -2.14932 0.67836
```

Now the natural (NBO) charges, all in e: -0.50, -0.49, -0.11, -0.16, -0.52, 0.39, -0.10, 0.25, 0.21, 0.17, 0.20, 0.25, 0.20, 0.19

=====

# 7
Below is a molecular structure, C5H7NO at a distorted geometry, with properties calculated with ωB97M-V/def2-TZVPD.

The calculation puts the relative energy (zero: lowest compared OMol25 entry of this formula, charge and spin) at 136.60 kcal per mole. As for the multiplicity: 1. The calculation puts the total energy at -8830.2793 eV.

The geometry in XYZ format:
```
14
C5H7NO (ωB97M-V/def2-TZVPD)
O 1.31238 1.41088 1.06652
N -1.81318 0.71853 -0.11140
C 0.71454 0.15530 0.92371
C 1.51480 -0.32857 -0.26475
C -1.66743 -0.74623 -0.22597
C -0.48766 0.16119 -0.15756
C 0.60925 0.17091 -1.14988
H 2.23004 -1.12215 -0.29314
H -1.99544 -1.10294 -1.20292
H 2.16421 1.01773 0.26278
H -1.93305 0.96731 0.86724
H 0.61200 -0.40997 1.85658
H 0.64838 0.53569 -2.16540
H -1.90883 -1.42768 0.59419
```

Now the natural (NBO) charges, all in e: -0.70, -0.57, 0.07, -0.37, -0.26, 0.01, -0.05, 0.26, 0.20, 0.46, 0.35, 0.18, 0.22, 0.20

=====

# 8
Below is a single C5H7NO molecule at a distorted geometry, with properties calculated with ωB97M-V/def2-TZVPD.

Its SMILES is CCC(=O)C=C=N. The calculation puts the relative energy (zero: lowest compared OMol25 entry of this formula, charge and spin) at 56.18 kcal per mole. As for the multiplicity: 1. The calculation puts the total energy at -8833.7668 eV.

The geometry in XYZ format:
```
14
C5H7NO (ωB97M-V/def2-TZVPD)
O 2.33882 -0.16229 -0.29631
N -1.92045 -1.90161 0.20004
C 0.22566 0.87822 -0.75254
C 0.51680 -1.52931 0.17816
C -0.76121 -1.73815 0.19582
C 1.11125 -0.26654 -0.30281
C -0.09060 1.80262 0.40760
H -0.85845 1.36582 1.05450
H 0.76913 1.42417 -1.53260
H 1.21095 -2.28271 0.52647
H 0.79440 1.99253 1.02395
H -2.17985 -2.85478 0.48264
H -0.69064 0.50972 -1.22416
H -0.46581 2.76236 0.03930
```

Now the natural (NBO) charges, all in e: -0.58, -0.69, -0.50, -0.67, 0.64, 0.58, -0.60, 0.20, 0.23, 0.29, 0.22, 0.44, 0.21, 0.22

=====

# 9
Below is a single C5H7NO molecule at a distorted geometry, with properties calculated with ωB97M-V/def2-TZVPD.

Its SMILES is Cc1cc(N)co1. The calculation puts the relative energy (zero: lowest compared OMol25 entry of this formula, charge and spin) at 61.59 kcal per mole. As for the multiplicity: 1. The calculation puts the total energy at -8833.5321 eV.

The geometry in XYZ format:
```
14
C5H7NO (ωB97M-V/def2-TZVPD)
O 0.04947 -1.42966 0.28888
N 1.29414 1.61489 1.59732
C 0.65247 -0.69472 1.35391
C 0.65614 0.63560 0.88076
C -0.96721 -1.18072 -1.87499
C -0.06927 0.71682 -0.33590
C -0.33598 -0.58264 -0.66452
H 0.78828 2.45850 1.81453
H -1.82988 -1.78810 -1.58209
H -0.32688 1.60206 -0.89323
H -1.29525 -0.40292 -2.56870
H -0.18681 -0.24144 1.98391
H 1.80927 1.25433 2.39072
H -0.25650 -1.83896 -2.38535
```

Now the natural (NBO) charges, all in e: -0.44, -0.79, -0.23, 0.20, -0.67, -0.42, 0.42, 0.38, 0.24, 0.23, 0.23, 0.23, 0.39, 0.24

=====

# 10
Below is a single C5H7NO molecule, with properties calculated with ωB97M-V/def2-TZVPD.

The calculation puts the relative energy (zero: lowest compared OMol25 entry of this formula, charge and spin) at 76.45 kcal per mole. As for the multiplicity: 1. The calculation puts the total energy at -8832.8877 eV.

The geometry in XYZ format:
```
14
C5H7NO (ωB97M-V/def2-TZVPD)
O 0.98050 0.54885 1.17447
N -0.82578 -0.06360 2.38243
C 0.41158 -0.17632 -2.35163
C 0.43091 0.17913 -1.04767
C 1.38787 0.84517 -0.21943
C -0.75121 -0.18012 -0.14888
C -0.18940 0.07476 1.21146
H -0.30916 0.09166 3.23490
H -1.69599 -0.56786 2.43373
H -0.50767 -0.54276 -2.80052
H 2.46068 0.71480 -0.28404
H -1.00609 -1.23407 -0.28121
H -1.66434 0.40746 -0.30595
H 1.27809 -0.09708 -2.99766
```

Now the natural (NBO) charges, all in e: -0.39, -0.77, -0.57, -0.05, -0.26, -0.53, 0.68, 0.42, 0.41, 0.18, 0.18, 0.25, 0.25, 0.20